Entry 1:
# C26H21ClGeO9P2Tc

A structure of composition C26H21ClGeO9P2Tc at a distorted geometry (ωB97M-V/def2-TZVPD, the Open Molecules 2025 dataset).

Positions of all 61 atoms, in Å:
Tc -0.3870 -0.0259 0.8162
O 2.3337 -0.1744 3.7513
P 1.1459 -0.7826 2.9348
O 0.3653 -1.8013 3.5986
O 0.2477 0.4489 2.4583
O 1.7920 -1.2388 1.5004
P 2.3857 -0.2948 0.3308
O 3.1399 0.8356 1.2051
O 3.2304 -0.9585 -0.6381
O 1.1186 0.4734 -0.2126
H 2.9170 0.4207 3.2488
H 3.9819 1.0631 0.7766
Cl -4.0313 -6.1181 -3.8978
C -3.1561 -5.0855 -2.8363
C -2.5306 -5.6153 -1.7138
C -1.8329 -4.7769 -0.8676
C -1.7640 -3.4094 -1.1269
C -2.3914 -2.8895 -2.2584
C -3.0827 -3.7256 -3.1130
C -1.0736 -2.5468 -0.1564
O -0.4204 -2.9357 0.7815
O -1.2725 -1.2096 -0.3097
H -2.5956 -6.6745 -1.5079
H -1.3359 -5.1683 0.0101
H -2.3223 -1.8309 -2.4694
H -3.5681 -3.3317 -3.9953
C -1.8838 1.1867 0.7799
Ge -1.8717 3.1163 0.7951
C -3.0728 0.4889 1.2784
C -4.1328 0.1472 0.4289
C -5.1549 -0.6567 0.8961
C -5.1414 -1.1185 2.2088
C -4.0879 -0.7990 3.0509
C -3.0492 -0.0012 2.5953
C -3.0485 4.4504 -0.0205
C -4.4314 4.2924 -0.0721
C -5.1915 5.2786 -0.6791
C -4.5760 6.3827 -1.2545
C -3.1962 6.5313 -1.1988
C -2.4236 5.5694 -0.5703
C -0.5831 3.7138 2.1306
C -1.0940 4.1376 3.3566
C -0.2205 4.4556 4.3839
C 1.1497 4.3521 4.1872
C 1.6518 3.9442 2.9592
C 0.7913 3.6119 1.9257
H -4.1146 0.4889 -0.5992
H -5.9594 -0.9357 0.2286
H -5.9537 -1.7320 2.5743
H -4.0660 -1.1742 4.0651
H -2.2235 0.2612 3.2468
H -4.9052 3.4223 0.3651
H -6.2683 5.1803 -0.7096
H -5.1778 7.1335 -1.7485
H -2.7228 7.3974 -1.6407
H -1.3481 5.6883 -0.5081
H -2.1657 4.2077 3.5101
H -0.6121 4.7904 5.3350
H 1.8268 4.5874 4.9971
H 2.7215 3.8847 2.8047
H 1.1804 3.2769 0.9713

Values from the calculation:
Multiplicity: 1
HOMO level (alpha / beta) in eV: -11.41 / -11.41
Charge: +1
LUMO (alpha / beta) in eV: -5.44 / -5.45
Relative energy (zero: lowest compared OMol25 entry of this formula, charge and spin) in eV: 0.531

These are the Mulliken partial charges, in e, on atoms 1 to 2: 0.83, -0.51

***

Entry 2:
# C4H9N2P

An isolated molecule of C4H9N2P at a distorted geometry (ωB97M-V/def2-TZVPD, the Open Molecules 2025 dataset).

Positions of all 16 atoms, in Å:
C 2.5080 0.1865 -0.5303
N 1.2546 0.3037 0.2493
C 0.7133 -0.9264 0.5597
C -0.6188 -0.9984 0.5252
N -1.2661 0.2468 0.4014
C -2.6273 0.2483 -0.5096
P 0.0065 1.4687 0.3297
H 3.0257 1.0105 -0.2624
H 3.1570 -0.6240 -0.2325
H 2.4235 0.0295 -1.5750
H 1.2727 -1.8071 0.8463
H -1.3295 -1.7909 0.6350
H -2.5571 -0.6013 -1.1946
H -3.4075 0.3505 0.0988
H -2.4805 1.2275 -1.0314
H -0.0745 1.6759 1.6905

Values from the calculation:
Multiplicity: 1
HOMO level in eV: -7.05
SMILES string: CN1C=CN(C)P1
LUMO in eV: 1.05
Relative energy (zero: lowest compared OMol25 entry of this formula, charge and spin) in eV: 2.302

These are the Mulliken partial charges, in e, on atoms 1 to 2: -0.97, 0.08

***

Entry 3:
# C35H28F3N6RbSb

A structure of composition C35H28F3N6RbSb at a distorted geometry (ωB97M-V/def2-TZVPD, the Open Molecules 2025 dataset).

Positions of all 74 atoms, in Å:
Rb -1.0839 1.2016 -0.3239
C -1.1483 2.5004 2.5271
C -2.5874 2.0441 2.6029
C -3.5118 2.7377 3.3843
C -4.8314 2.3456 3.3651
C -5.2005 1.2601 2.5810
C -4.2242 0.6058 1.8438
N -2.9470 0.9945 1.8610
Sb -4.8562 -1.1228 0.7231
C -4.5382 -0.4971 -1.3155
C -5.6588 -0.4437 -2.1325
C -5.4924 -0.0925 -3.4670
C -4.2258 0.1836 -3.9310
C -3.1494 0.1081 -3.0459
C -1.7644 0.5035 -3.4783
N -3.3143 -0.2285 -1.7673
C -3.0978 -2.3396 0.9440
C -3.2238 -3.5251 1.6601
C -2.1260 -4.3679 1.7504
C -0.9659 -4.0263 1.0859
C -0.9232 -2.8295 0.3727
C 0.2696 -2.4244 -0.4415
N -1.9579 -1.9852 0.3495
H -0.7973 2.8595 3.4950
H -1.0584 3.3232 1.8105
H -0.4800 1.6987 2.2136
H -3.1817 3.5789 3.9798
H -5.5704 2.8789 3.9508
H -6.2312 0.9303 2.5501
H -6.6421 -0.6714 -1.7400
H -6.3469 -0.0351 -4.1306
H -4.0498 0.4673 -4.9605
H -1.5892 0.3127 -4.5373
H -0.9995 -0.0181 -2.9019
H -1.6699 1.5837 -3.2994
H -4.1598 -3.7880 2.1372
H -2.1803 -5.2883 2.3196
H -0.0944 -4.6671 1.0996
H 1.0640 -3.1700 -0.3983
H 0.6661 -1.4686 -0.0971
H -0.0442 -2.3077 -1.4811
N 9.9954 -1.7494 0.0616
C 8.8973 -1.4091 0.0508
C 7.5128 -0.9877 0.0317
C 7.1919 0.3547 0.1996
C 5.8618 0.7447 0.1788
C 4.8522 -0.1951 -0.0034
C 5.1889 -1.5357 -0.1678
C 6.5127 -1.9380 -0.1547
C 3.4079 0.2116 -0.0181
C 2.7141 -0.1096 1.1681
C 3.3120 -0.6713 2.3351
C 2.2944 -0.8732 3.2401
C 1.1210 -0.4139 2.5893
N 1.3491 0.0426 1.3687
C 2.9744 0.8178 -1.1851
C 3.7864 1.1584 -2.3216
C 2.9643 1.7855 -3.2144
C 1.6689 1.7929 -2.5976
N 1.6653 1.2293 -1.4139
H 7.9772 1.0840 0.3452
H 5.5920 1.7851 0.3014
H 4.3989 -2.2621 -0.3051
H 6.7741 -2.9792 -0.2849
H 4.3564 -0.8965 2.4840
H 2.3654 -1.2780 4.2380
H 0.1135 -0.4311 2.9903
H 4.8407 0.9580 -2.4317
H 3.2195 2.1889 -4.1820
H 0.7595 2.2172 -3.0072
F -1.2774 3.7430 -0.8098
C -2.3022 3.4591 -1.8208
F -2.9641 4.6576 -1.8554
F -3.2002 2.6780 -0.9677

Values from the calculation:
Multiplicity: 1
HOMO level in eV: -4.43
Charge: -1
LUMO in eV: 2.15
Relative energy (zero: lowest compared OMol25 entry of this formula, charge and spin) in eV: 0.189

These are the Mulliken partial charges, in e, on atoms 1 to 2: 0.98, -1.04

***

Entry 4:
# C18H16ClMoN4O3

A structure of composition C18H16ClMoN4O3 at a distorted geometry (ωB97M-V/def2-TZVPD, the Open Molecules 2025 dataset).

Positions of all 43 atoms, in Å:
Mo 0.1284 0.0914 -0.0535
Cl -1.6866 5.6809 4.3658
C -1.1446 4.5626 3.2129
C -0.1251 4.9170 2.3243
C 0.3497 4.0129 1.3815
C -0.2213 2.7667 1.3576
O 0.2013 1.8076 0.4566
C -1.2400 2.3743 2.2260
C -1.7923 1.0547 2.1833
N -1.4108 0.0692 1.4215
C -2.0840 -1.2131 1.5629
C -3.2214 -1.4621 2.2815
C -3.7259 -2.7760 2.3791
C -3.0836 -3.8166 1.7719
C -1.8979 -3.5805 1.0348
C -1.1288 -4.6083 0.4497
C 0.0578 -4.3101 -0.1757
C 0.4497 -2.9842 -0.2845
N -0.2794 -1.9693 0.2037
C -1.4280 -2.2657 0.9174
C -1.7095 3.2945 3.1609
H 0.2985 5.9117 2.3792
H 1.1530 4.2736 0.7064
H -2.5975 0.8644 2.8847
H -3.7673 -0.6774 2.7874
H -4.6238 -2.9504 2.9558
H -3.4649 -4.8265 1.8534
H -1.4694 -5.6353 0.5190
H 0.6897 -5.0835 -0.5890
H 1.3721 -2.7235 -0.7825
H -2.4991 3.0291 3.8532
C 3.6917 -0.3799 -3.1455
O 2.3077 0.0113 -3.5248
C 1.3680 -0.0214 -2.6857
O 1.4703 -0.3645 -1.4585
N 0.1349 0.3235 -3.0609
N -0.8454 0.2627 -2.0416
H 4.2598 -0.2507 -4.0573
H 3.6883 -1.4178 -2.8306
H 4.0418 0.2863 -2.3646
H -0.0858 0.5715 -4.0200
H -1.5266 -0.4648 -2.2637
H -1.3383 1.1562 -2.0045

Values from the calculation:
Multiplicity: 3
HOMO level (alpha / beta) in eV: -17.27 / -17.35
Charge: +3
<S²>: 2.02
LUMO (alpha / beta) in eV: -11.51 / -11.74
Relative energy (zero: lowest compared OMol25 entry of this formula, charge and spin) in eV: 0.313

These are the Mulliken partial charges, in e, on atoms 1 to 2: 1.63, -0.10

***

Entry 5:
# C3H10N3O

A cluster of 2 separate species, C3H10N3O in total at a distorted geometry (ωB97M-V/def2-TZVPD, the Open Molecules 2025 dataset).

Positions of all 17 atoms, in Å:
C 1.5175 -1.9884 -0.2252
N 0.3941 -2.2159 -0.9899
O 2.1466 -0.9367 -0.1807
H 1.8296 -2.8438 0.3705
H 0.1818 -3.1751 -1.2481
H 0.2784 -1.5158 -1.7211
C 0.6560 1.2402 1.4979
N -2.1427 0.9874 -0.8614
C -0.9894 0.8164 -0.2424
N -0.3645 1.6680 0.5221
H 1.6219 1.6306 1.1293
H 0.7217 0.1471 1.5105
H 0.3779 1.6235 2.4808
H -2.6048 1.8860 -0.8340
H -2.6215 0.2292 -1.3112
H -0.5881 -0.2138 -0.2677
H -0.4147 2.6610 0.3707

Values from the calculation:
Multiplicity: 1
HOMO level in eV: -13.80
Charge: +1
LUMO in eV: -3.55
Relative energy (zero: lowest compared OMol25 entry of this formula, charge and spin) in eV: 1.384

These are the Mulliken partial charges, in e, on atoms 1 to 2: 0.04, -0.41

***

Entry 6:
# C4H12NO3

A cluster of 2 separate species, C4H12NO3 in total at a distorted geometry (ωB97M-V/def2-TZVPD, the Open Molecules 2025 dataset).

Positions of all 20 atoms, in Å:
O 0.2461 2.1593 0.9356
C -0.2474 1.6229 -0.0122
C -0.6595 0.1452 -0.1319
C 0.4567 -0.7763 0.6313
C 0.8389 -1.8795 -0.3193
O -0.1746 -1.3319 1.7811
N -1.9448 -0.0637 0.5895
H -0.4358 2.2948 -0.8781
H -0.5869 -0.2410 -1.1515
H 1.2538 -0.1709 1.0509
H 1.7487 -2.4222 -0.0877
H 0.1351 -2.7329 -0.3489
H 0.9496 -1.5911 -1.3818
H -0.2766 -2.2802 1.7224
H -2.7082 0.0739 -0.0822
H -2.1003 0.7005 1.2508
H -2.0314 -0.9906 1.0220
H 2.1432 0.2589 -3.2758
H 0.6936 0.8222 -3.2317
O 1.4419 0.5717 -2.6669

Values from the calculation:
Multiplicity: 1
HOMO level in eV: -14.34
Charge: +1
LUMO in eV: -3.95
Relative energy (zero: lowest compared OMol25 entry of this formula, charge and spin) in eV: 2.323

These are the Mulliken partial charges, in e, on atoms 1 to 2: -0.37, -0.25

***

Q: Look up the relative energy (zero: lowest compared OMol25 entry of this formula, charge and spin) of the fourth one.
A: 0.313 eV